Entry 1:
4 unconnected molecules or ions with the total composition C27H27NO15 in a non-equilibrium geometry, computed with the ωB97M-V functional and the def2-TZVPD basis.

```
70
Properties=species:S:1:pos:R:3:forces:R:3
O -5.382 -3.968 2.991 0.41 0.45 -1.08
C -2.432 -2.588 0.324 0.43 0.40 -1.25
C 7.854 -0.049 -0.498 1.93 1.79 -1.23
C -1.501 1.544 -2.718 -0.31 0.58 0.20
C -2.131 -0.033 -4.506 -0.45 0.21 -0.24
H 5.408 -2.781 1.022 -0.72 1.14 -1.14
C -4.766 -3.076 0.809 0.02 0.37 -0.83
C 7.225 1.299 0.137 0.39 -1.58 0.52
H -2.816 -3.883 3.557 -0.01 0.00 -0.03
H 6.997 1.033 1.236 0.15 0.69 -1.72
O -1.133 1.252 1.283 -1.37 -0.01 0.44
H 2.303 -0.708 -1.751 -0.33 0.29 0.52
C -1.308 0.290 -3.504 1.08 -1.42 -0.07
H -5.259 3.543 4.773 -0.09 -0.07 -0.05
H -4.000 -2.237 -1.055 0.01 0.02 0.05
O -0.264 -0.515 -3.165 -1.18 1.57 -0.17
C 6.052 -1.491 -0.657 -0.88 -1.67 -0.84
C 4.901 -1.996 0.342 1.12 0.17 0.79
H 2.884 0.707 1.613 0.21 -1.00 -1.25
C -4.669 1.453 2.544 0.17 -0.24 -0.28
H -2.006 -0.939 -5.083 0.00 0.02 0.04
C -3.109 -3.545 2.573 0.27 0.09 -0.05
O 8.756 0.062 -1.346 -3.00 -1.28 2.87
H -2.725 3.344 -2.528 -0.01 -0.03 -0.02
C -2.044 -3.081 1.677 0.10 -0.20 0.61
H -1.133 3.143 3.108 -0.04 -0.01 -0.01
H 4.150 0.845 -1.300 -0.32 0.48 1.75
H 5.758 -0.580 -1.275 0.30 -1.09 0.97
C -2.201 1.681 2.008 1.41 -0.04 -0.44
H 4.072 -2.575 -0.215 1.22 1.17 0.69
C 3.173 0.054 0.701 0.04 1.41 2.07
O -1.438 -2.135 -0.488 -0.57 -0.53 1.21
C -4.382 -3.543 2.172 -0.43 -0.45 1.13
C -3.251 0.841 -4.866 0.30 -0.82 -0.33
H 5.137 -0.203 1.790 -1.05 -0.99 -0.96
H -0.609 -2.236 0.028 0.07 0.26 -0.09
O 0.970 -1.290 0.937 3.10 2.52 -2.76
C -2.078 2.655 2.913 -0.21 0.23 0.27
H -6.203 -3.869 2.470 0.09 -0.04 0.08
C -3.238 3.103 3.689 0.79 0.28 0.04
H 1.306 1.867 -0.470 0.83 -0.80 -1.15
O -3.593 0.148 0.904 0.32 0.30 0.10
H 3.813 2.156 0.114 -0.08 -1.62 -1.09
O -0.745 1.803 -1.798 -0.07 -0.18 -0.17
O 7.342 -1.279 0.016 -0.42 2.02 -1.42
O -5.938 -3.105 0.471 0.10 -0.13 0.42
H -1.477 0.547 0.699 0.20 0.05 -0.05
O -4.455 2.918 -4.459 0.73 -1.07 -0.10
C 1.776 -0.616 0.262 0.22 -1.16 0.63
C -3.426 2.106 -4.097 -0.79 1.13 0.10
H 6.269 1.548 -0.429 1.33 -0.12 0.87
O -0.871 -3.081 2.000 -0.25 -0.06 -0.20
H 2.227 1.653 -2.172 -0.94 -0.34 1.78
N 1.633 -0.187 -1.162 -0.97 0.62 1.02
C 3.518 1.169 -0.400 -1.99 -0.34 -0.26
C -3.514 1.021 1.751 -0.72 -0.20 0.04
C -2.607 2.430 -3.094 0.32 -0.08 0.24
H -5.611 0.954 2.360 0.02 0.02 0.00
H 3.844 -1.431 2.209 0.69 0.94 -1.34
O -3.167 3.999 4.513 -0.37 -0.23 -0.09
H 0.195 -0.075 -2.408 0.10 -0.56 0.19
C 4.327 -0.866 1.324 -1.00 -0.94 -0.01
C -4.544 2.424 3.451 -1.30 -0.04 0.40
C 2.039 1.272 -1.100 2.14 -0.31 -0.23
O -4.030 0.570 -5.763 -0.06 0.40 0.21
C -3.705 -2.590 -0.076 -0.37 -0.32 0.10
H 6.240 -2.349 -1.407 -0.30 1.39 1.03
H 8.021 2.115 0.088 -1.31 -1.16 -0.14
H -4.895 2.463 -5.204 0.01 0.08 0.09
O -5.605 2.835 4.197 1.27 0.05 -0.38
```
Forces are in eV/Å.

HOMO-LUMO gap   7.755 eV
Molecular weight   605.51 g mol⁻¹

***

Entry 2:
A molecular structure, C27H28CuN3S2, computed with the ωB97M-V functional and the def2-TZVPD basis.

```
61
Properties=species:S:1:pos:R:3:forces:R:3
C -3.207 4.339 -0.989 -0.02 0.00 0.00
H 1.991 -0.180 3.055 -0.01 -0.05 -0.03
H 1.928 4.357 0.449 -0.01 -0.07 -0.05
H 2.195 -3.123 -0.566 -0.10 -0.11 -0.01
C -2.702 3.494 -1.965 -0.03 -0.04 -0.03
C 3.706 -2.631 1.887 -0.02 -0.01 0.06
C -0.693 -5.623 0.226 -0.01 -0.05 0.00
C -1.013 2.778 -0.447 0.14 -0.17 0.07
Cu 0.037 -0.074 -0.070 -0.26 0.08 0.00
H 2.630 -5.548 -0.448 -0.07 0.02 0.02
C -2.618 4.383 0.265 -0.02 0.02 0.05
C 3.725 1.880 0.662 -0.05 0.05 -0.09
H 2.591 3.808 -1.086 -0.06 0.00 0.04
H 0.806 -7.136 0.055 -0.02 0.03 -0.01
C -1.510 3.598 0.562 0.02 0.05 0.16
S -2.272 -0.316 0.141 0.15 0.00 0.03
H -3.029 5.028 1.034 0.03 -0.04 -0.05
H -4.074 4.954 -1.201 0.06 -0.04 0.01
H 0.883 4.313 -0.976 0.00 0.00 0.00
C -1.599 2.689 -1.708 0.03 -0.12 -0.16
C -1.045 1.757 -2.755 0.05 0.09 0.03
H 5.511 -2.614 -0.977 -0.05 0.02 0.05
C 4.667 -2.997 0.958 0.02 0.01 0.00
H -1.571 4.065 2.655 0.02 -0.01 -0.03
N 0.119 1.933 -0.160 0.00 -0.02 -0.22
H 4.332 2.176 -0.198 -0.05 0.00 0.03
C 4.770 -2.314 -0.244 0.05 -0.04 -0.02
H -3.176 3.443 -2.939 0.04 0.01 0.05
C -1.628 -1.912 0.101 -0.03 -0.19 -0.03
C 1.305 2.392 -0.144 0.20 0.09 0.08
H -1.680 1.747 -3.639 0.01 0.02 0.03
N -0.341 -2.018 -0.149 0.11 -0.27 0.07
H 4.258 1.102 1.203 0.00 0.00 -0.01
C -0.883 3.627 1.934 -0.02 0.01 -0.04
C 0.102 -3.348 -0.112 0.01 0.22 -0.06
C 4.012 -0.539 -1.867 -0.01 -0.01 0.09
S -2.432 -3.403 0.385 -0.11 -0.05 0.02
C 2.977 -0.895 0.426 -0.13 0.14 -0.08
C 2.386 1.387 0.215 0.03 0.07 -0.01
C -0.924 -4.254 0.164 -0.12 0.00 0.03
H -0.986 0.728 -2.384 -0.03 0.05 -0.01
H -0.627 2.624 2.282 -0.02 0.03 -0.02
C 2.835 -1.577 1.634 -0.07 0.08 0.13
C 0.596 -6.076 0.008 -0.04 0.04 0.02
H 3.612 2.761 1.297 0.00 -0.05 -0.03
H 4.575 -1.139 -2.581 -0.01 0.01 0.04
H 1.744 -1.878 3.462 0.02 0.00 -0.02
H 5.334 -3.824 1.169 -0.03 0.04 -0.01
C 3.925 -1.249 -0.537 -0.05 0.08 -0.11
C 1.627 -5.175 -0.273 0.01 0.01 -0.02
H 4.523 0.425 -1.785 -0.03 -0.05 0.02
C 1.392 -3.815 -0.339 0.10 0.05 -0.06
H -1.502 -6.315 0.435 0.08 0.05 -0.01
H -0.040 2.058 -3.069 -0.04 -0.02 0.01
N 2.042 0.162 0.135 0.19 0.04 0.11
H 3.615 -3.176 2.820 0.01 0.03 -0.05
C 1.693 3.800 -0.463 0.07 -0.04 0.07
H 0.030 4.232 1.953 -0.05 -0.04 -0.01
H 3.023 -0.354 -2.291 0.03 -0.02 0.02
H 0.787 -1.133 2.188 0.00 -0.03 0.00
C 1.784 -1.170 2.636 0.11 0.03 -0.05
```
Forces are in eV/Å.

Relative energy (zero: lowest compared OMol25 entry of this formula, charge and spin)   0.00 kJ/mol
HOMO-LUMO gap (alpha / beta)   6.882 / 6.688 eV
Net charge   +1
Molecular weight   522.22 g mol⁻¹
2S+1   2

***

Entry 3:
A molecular structure, C27H28N2O4P2SW in a non-equilibrium geometry, computed with the ωB97M-V functional and the def2-TZVPD basis.

```
65
Properties=species:S:1:pos:R:3:forces:R:3
O 3.208 0.307 -0.020 -5.79 0.16 0.77
C 1.098 3.774 -3.945 -0.39 0.50 -0.05
C -2.029 -1.510 6.860 0.21 0.23 0.06
C 0.272 1.597 -3.151 1.17 -0.15 0.44
H -4.020 0.915 -0.055 0.34 -0.12 -0.02
H -3.044 1.780 -2.299 0.24 -0.14 0.26
H -0.317 5.396 -3.872 0.11 -0.37 0.00
C 1.653 -0.309 -3.036 0.08 1.02 -0.07
C 1.347 2.400 -3.678 -0.59 -0.43 0.31
H -3.316 -0.665 -0.542 -0.03 0.25 0.12
H -1.982 -2.714 -0.786 0.14 -0.15 0.12
C 2.591 1.781 -3.833 0.19 0.02 -0.43
C 1.625 -3.069 0.411 0.13 0.17 0.39
H -2.623 -2.089 7.568 0.15 0.15 -0.27
O 1.775 0.505 3.864 -0.73 0.30 -0.68
W 0.139 -0.016 0.561 -0.92 -0.34 5.04
H 5.056 -2.139 -3.601 -0.33 0.19 -0.01
C 3.995 -0.279 -3.783 0.36 -0.56 0.09
C 3.006 -2.327 -2.933 -1.12 0.33 0.31
C 2.029 0.277 0.140 7.13 0.06 -1.65
C 1.781 -1.700 -2.737 0.40 -0.38 0.23
H -0.343 -2.021 -2.660 0.24 -0.24 0.00
C 0.568 -2.411 -2.183 0.30 0.67 -0.08
C -0.506 -0.022 5.090 0.12 -0.05 0.64
N -0.428 -0.245 2.564 1.16 1.24 -1.09
H -1.586 -2.830 0.951 0.05 -0.24 -0.42
N 0.496 0.322 -2.755 -0.60 -0.32 -0.69
C 2.776 0.419 -3.575 -0.67 -0.28 0.27
H 0.341 0.968 6.795 -0.15 -0.14 0.10
C -3.170 0.229 0.079 0.16 -0.56 0.53
H -2.859 -2.450 5.081 0.15 0.15 0.21
O -0.122 2.148 3.633 0.52 -0.73 -0.49
C -1.133 -0.543 7.347 -0.04 -0.05 -0.52
H -2.035 0.327 -2.656 -0.14 0.29 -0.01
H 4.832 0.286 -4.199 -0.14 -0.33 0.13
C -1.435 -1.028 3.124 -1.43 -0.94 -0.35
H 3.425 2.371 -4.215 -0.11 -0.12 0.11
P -1.637 1.075 -0.430 -2.97 1.83 -1.96
H 1.461 -3.088 1.497 0.15 -0.10 -0.21
H 0.556 1.128 -0.576 0.29 0.95 -0.61
S 0.372 0.806 3.803 -0.93 -0.84 0.66
H 2.602 -2.614 0.202 -0.21 -0.18 0.04
H -1.043 -0.380 8.419 0.02 -0.01 -0.27
C -1.185 3.553 -3.156 -0.06 -1.23 0.37
C 4.105 -1.620 -3.459 0.51 0.94 -0.33
P 0.303 -2.098 -0.369 0.50 -3.08 -2.07
H -2.747 3.136 0.143 0.28 -0.14 0.08
H 1.595 -4.095 0.014 -0.01 0.32 0.12
H -3.115 -0.104 1.125 -0.19 0.12 -0.32
H -0.996 -4.097 -0.192 -0.06 0.27 -0.04
C -2.162 -1.719 5.491 -0.02 -0.06 -0.43
H -2.154 4.005 -2.933 0.26 -0.07 -0.13
H 0.645 -3.498 -2.328 -0.11 0.25 0.21
H -1.548 2.658 1.406 -0.14 0.12 -0.20
O -2.280 -1.635 2.444 1.72 1.03 1.09
C -0.362 0.212 6.454 0.07 0.05 -0.10
C -2.040 1.340 -2.228 0.90 -0.13 -0.05
C -1.216 -3.028 -0.067 -0.41 0.09 0.46
H 1.917 4.364 -4.362 -0.35 -0.05 0.16
H 3.113 -3.379 -2.664 0.00 0.20 -0.20
C -1.746 2.721 0.326 0.36 0.07 0.16
C -1.381 -0.975 4.598 -0.38 -0.04 0.41
C -0.997 2.200 -2.893 -0.15 0.52 0.10
H -0.983 3.361 -0.134 -0.20 -0.05 0.11
C -0.140 4.336 -3.682 0.98 0.11 -0.38
```
Forces are in eV/Å.

Relative energy (zero: lowest compared OMol25 entry of this formula, charge and spin)   121.71 kJ/mol
HOMO-LUMO gap (alpha / beta)   5.363 / 4.376 eV
Net charge   +2
Molecular weight   722.39 g mol⁻¹
2S+1   3

***

| no. | E (Eh) |
| --- | --- |
| 1 | -2228.3077 |
| 2 | -3646.6556 |
| 3 | -2603.5475 |